[1]
Entry from OMol25: 2 unconnected molecules or ions with the total composition C23H27N3O8S (ωB97M-V with the def2-TZVPD basis set).

The geometry in ORCA input format:
```
! wB97M-V def2-TZVPD RIJCOSX def2/J DEFGRID3
* xyz 0 1
O 1.949 -0.934 0.442
O 3.823 -3.380 -3.936
O -2.260 0.519 3.990
O 0.344 2.747 0.730
O -0.528 -6.893 0.881
O -0.269 -4.980 2.418
O 1.333 -7.032 -1.153
O 1.548 -6.654 2.282
C 2.429 -1.516 -0.527
C 3.401 -2.861 -2.900
C -2.537 1.110 2.959
C -0.825 2.660 0.371
C 4.395 1.264 -2.179
C 4.871 0.621 -3.321
C 3.589 0.571 -1.276
C 4.541 -0.715 -3.558
C 1.489 -3.657 0.287
C 1.623 -5.698 -0.994
C 3.256 -0.780 -1.497
C 3.734 -1.436 -2.654
C 2.176 -2.957 -0.714
C 2.623 -3.632 -1.880
C 2.317 -5.014 -2.014
C 1.232 -5.018 0.151
N 2.681 -5.733 -3.156
N -1.094 2.311 -0.892
N -1.810 2.154 2.566
C -3.718 0.646 2.130
C -2.404 2.157 -1.524
C -4.526 4.757 2.158
C -1.977 5.407 0.523
C -3.103 4.861 2.727
C -1.956 4.484 1.756
C -1.962 2.986 1.360
S 0.371 -5.885 1.461
H 0.538 -7.276 -0.633
H 1.282 -6.459 3.190
H 4.649 2.304 -1.992
H 5.497 1.157 -4.029
H 3.221 1.087 -0.390
H 4.922 -1.198 -4.455
H 1.155 -3.132 1.185
H 2.641 -6.752 -3.120
H 3.307 -5.278 -3.829
H -0.277 2.101 -1.446
H -1.002 2.340 3.142
H -4.158 -0.226 2.612
H -3.377 0.372 1.136
H -4.460 1.437 2.079
H -2.971 3.088 -1.458
H -2.278 1.899 -2.577
H -2.961 1.357 -1.035
H -4.659 5.460 1.335
H -5.243 5.006 2.941
H -4.730 3.747 1.809
H -2.046 6.447 0.841
H -1.055 5.292 -0.049
H -2.827 5.172 -0.119
H -3.043 4.232 3.616
H -2.947 5.888 3.059
H -1.021 4.681 2.285
H -2.914 2.774 0.885
*
```

Values from the calculation:
- Energy relative to the best compared isomer or geometry (same formula, charge and spin): 0.283 eV
- E_tot: -2057.07675 Ha
- Structure (SMILES): Nc1c(O)c(S(=O)(=O)O)cc2c1C(=O)c1ccccc1C2=O.CC[C@H](C)[C@H](NC(C)=O)C(=O)NC

[2]
Entry from OMol25: a molecular structure, C23H27N5V (ωB97M-V with the def2-TZVPD basis set).

The geometry in ORCA input format:
```
! wB97M-V def2-TZVPD RIJCOSX def2/J DEFGRID3
* xyz 1 3
V 0.026 0.084 -0.279
C 2.907 1.148 1.269
C 3.373 -0.297 1.044
C 3.065 -0.895 -0.323
N 1.642 -1.196 -0.523
C 1.322 -2.294 -1.200
C 2.281 -3.045 -1.931
C 2.246 -4.315 -2.454
C 1.220 -5.258 -2.426
C -0.066 -5.015 -2.014
C -0.653 -3.823 -1.583
C -0.119 -2.573 -1.285
N -0.906 -1.502 -0.997
C -2.333 -1.658 -1.297
C -3.203 -0.421 -1.097
C -2.559 0.900 -1.515
N -1.623 1.266 -0.468
C -1.868 2.156 0.472
C -2.927 3.099 0.400
C -3.320 4.088 1.262
C -2.795 4.467 2.504
C -1.735 3.886 3.144
C -0.928 2.810 2.749
C -0.938 2.026 1.609
N -0.075 0.986 1.434
C 0.797 0.563 2.526
C 2.117 1.332 2.560
H 2.286 1.484 0.431
H 3.768 1.818 1.274
H 2.952 -0.963 1.802
H 4.455 -0.352 1.176
H 3.649 -1.812 -0.398
H 3.422 -0.222 -1.113
H 3.216 -2.530 -2.097
H 3.164 -4.633 -2.935
H 1.445 -6.247 -2.803
H -0.753 -5.850 -2.085
H -1.719 -3.909 -1.435
H -2.765 -2.455 -0.684
H -2.422 -1.984 -2.340
H -3.495 -0.324 -0.048
H -4.122 -0.583 -1.664
H -3.330 1.644 -1.701
H -2.009 0.775 -2.454
H -3.518 3.045 -0.503
H -4.168 4.672 0.923
H -3.282 5.295 3.003
H -1.473 4.311 4.107
H -0.167 2.556 3.473
H 1.005 -0.498 2.372
H 0.277 0.625 3.485
H 2.706 0.980 3.411
H 1.926 2.396 2.722
N 1.359 2.123 -2.523
C 0.887 1.404 -1.758
H 1.757 2.718 -3.223
*
```

Values from the calculation:
- Energy relative to the best compared isomer or geometry (same formula, charge and spin): 0.016 eV
- E_tot: -2110.19397 Ha
- Expectation value of S²: 2.02

[3]
Entry from OMol25: a molecular structure, C23H28Br42FN2O (ωB97M-V with the def2-TZVPD basis set).

The geometry in ORCA input format:
```
! wB97M-V def2-TZVPD RIJCOSX def2/J DEFGRID3
* xyz 1 1
C 1.195 3.122 2.037
C 0.797 1.527 2.176
C 0.013 0.933 0.850
C 0.927 1.078 -0.518
C 0.804 2.370 -1.581
C 1.889 2.192 -2.778
C 1.940 3.429 -3.907
C 0.876 4.629 -3.640
N 2.871 1.132 -3.089
N 2.960 0.092 -2.225
F 3.899 -0.887 -2.475
C 2.093 0.048 -1.017
O 2.318 -1.131 -0.113
H 1.509 3.395 0.934
H 2.130 3.312 2.744
H 0.331 3.842 2.423
H 1.761 0.927 2.471
H 0.042 1.419 3.093
H -0.208 -0.211 1.003
H -0.941 1.590 0.689
H 0.030 3.227 -1.413
H 3.032 3.896 -3.792
H 1.918 2.999 -5.020
H 1.064 5.039 -2.540
H 1.162 5.529 -4.365
H -0.257 4.310 -3.744
H 2.572 -0.683 0.767
C 3.608 -0.203 5.381
Br 3.714 -1.011 3.615
Br 2.666 1.499 5.344
Br 2.845 -1.423 6.691
H 4.634 0.006 5.699
C -3.494 -0.831 2.692
Br -1.961 -0.473 3.835
Br -4.745 0.658 2.671
Br -2.953 -1.348 0.897
H -4.022 -1.687 3.126
C 4.386 1.808 -6.592
Br 5.750 2.318 -5.302
Br 3.904 3.288 -7.759
Br 4.899 0.227 -7.602
H 3.488 1.546 -6.022
C 6.265 0.709 0.490
Br 7.851 1.759 0.082
Br 6.698 -0.885 1.517
Br 4.892 1.779 1.358
H 5.851 0.371 -0.466
C 10.475 -1.851 2.170
Br 11.115 -2.512 0.456
Br 9.618 -3.251 3.212
Br 11.884 -0.960 3.174
H 9.710 -1.097 1.956
C -7.715 4.120 2.496
Br -8.870 5.094 3.722
Br -5.839 4.556 2.768
Br -8.032 2.202 2.574
H -7.976 4.446 1.484
C -10.653 1.091 -0.464
Br -10.339 -0.625 0.397
Br -11.779 2.249 0.620
Br -8.989 1.963 -0.968
H -11.201 0.888 -1.390
C -3.178 3.522 -2.418
Br -2.538 2.860 -4.132
Br -4.035 2.121 -1.375
Br -1.769 4.412 -1.414
H -3.943 4.275 -2.632
C 0.830 -4.420 3.741
Br 2.006 -5.945 4.011
Br 1.542 -3.181 2.421
Br -0.985 -4.972 3.311
H 0.782 -3.880 4.693
C 4.339 -8.915 4.783
Br 4.979 -9.577 3.069
Br 3.482 -10.316 5.825
Br 5.748 -8.025 5.787
H 3.574 -8.162 4.569
C 1.271 -4.944 -1.415
Br 2.857 -3.894 -1.823
Br 1.704 -6.539 -0.388
Br -0.102 -3.875 -0.546
H 0.857 -5.282 -2.370
C 1.093 -3.713 -6.111
Br 2.679 -2.663 -6.519
Br 1.525 -5.308 -5.084
Br -0.280 -2.643 -5.243
H 0.679 -4.051 -7.066
C -10.040 1.770 6.492
Br -10.658 3.607 6.666
Br -11.037 0.796 5.136
Br -8.121 1.678 6.186
H -10.235 1.276 7.450
C -5.140 0.390 -6.933
Br -5.616 1.875 -8.096
Br -3.223 0.059 -6.930
Br -5.836 0.629 -5.132
H -5.618 -0.505 -7.345
*
```

Values from the calculation:
- E_tot: -109285.60395 Ha

[4]
Entry from OMol25: a molecular structure, C23H28Br9F15O10 (ωB97M-V with the def2-TZVPD basis set).

The geometry in ORCA input format:
```
! wB97M-V def2-TZVPD RIJCOSX def2/J DEFGRID3
* xyz 0 1
C -8.928 19.195 -28.419
Br -8.671 19.124 -30.391
Br -7.849 17.713 -27.471
Br -10.851 19.365 -27.902
H -8.458 20.100 -28.036
C -9.384 12.193 -19.818
Br -9.252 13.958 -18.907
Br -8.534 10.835 -18.731
Br -8.503 12.355 -21.562
H -10.435 11.999 -20.032
C -6.652 8.215 -27.263
Br -6.031 10.138 -27.597
Br -7.489 7.449 -28.869
Br -7.742 8.120 -25.633
H -5.721 7.723 -26.984
C -5.458 15.160 -27.821
C -5.527 13.765 -27.220
O -6.537 13.607 -26.243
C -7.745 13.267 -26.724
O -8.125 13.424 -27.854
C -8.698 12.796 -25.552
F -8.014 12.635 -24.421
F -9.715 13.644 -25.477
F -9.263 11.551 -25.876
H -4.511 15.196 -28.360
H -5.346 15.913 -27.041
H -6.357 15.405 -28.387
H -4.603 13.629 -26.659
H -5.507 12.902 -27.886
C -8.740 14.652 -31.973
C -7.440 13.945 -31.459
O -7.742 12.572 -31.150
C -7.427 11.546 -31.980
O -6.914 11.578 -33.136
C -7.694 10.214 -31.279
F -8.163 9.287 -32.087
F -6.549 9.719 -30.779
F -8.613 10.399 -30.393
H -8.764 15.738 -32.059
H -9.546 14.486 -31.259
H -9.075 14.184 -32.899
H -7.052 14.432 -30.565
H -6.685 13.970 -32.246
C -11.613 16.153 -26.481
C -12.860 16.171 -27.415
O -13.903 16.655 -26.509
C -15.192 16.442 -26.791
O -15.627 15.496 -27.515
C -16.220 17.379 -26.050
F -16.772 16.732 -25.025
F -15.623 18.495 -25.584
F -17.187 17.719 -26.951
H -10.783 15.763 -27.071
H -11.736 15.541 -25.587
H -11.321 17.151 -26.154
H -12.995 15.173 -27.834
H -12.728 16.729 -28.342
C -5.372 20.229 -28.642
C -4.506 19.097 -28.372
O -3.766 18.781 -29.561
C -4.139 17.830 -30.462
O -5.175 17.131 -30.430
C -3.232 17.800 -31.722
F -2.336 18.820 -31.668
F -2.520 16.680 -31.732
F -3.998 17.914 -32.894
H -5.807 20.113 -29.634
H -4.809 21.155 -28.534
H -6.154 20.303 -27.886
H -5.074 18.276 -27.935
H -3.769 19.462 -27.657
C 1.460 14.255 -34.223
C 0.029 14.046 -33.755
O -0.225 14.383 -32.440
C -0.551 13.552 -31.401
O -0.518 12.293 -31.397
C -0.889 14.310 -30.093
F -2.061 14.015 -29.603
F 0.119 13.966 -29.221
F -0.872 15.600 -30.276
H 2.206 14.049 -33.456
H 1.619 15.303 -34.477
H 1.729 13.662 -35.097
H -0.292 13.014 -33.902
H -0.604 14.533 -34.498
*
```

Values from the calculation:
- Energy relative to the best compared isomer or geometry (same formula, charge and spin): 2.781 eV
- E_tot: -26309.64572 Ha

[5]
Entry from OMol25: a molecular structure, C23H28BrFeN4O3 (ωB97M-V with the def2-TZVPD basis set).

The geometry in ORCA input format:
```
! wB97M-V def2-TZVPD RIJCOSX def2/J DEFGRID3
* xyz 2 2
Fe 0.170 -0.137 0.041
C 3.057 -1.374 -4.221
N 2.105 -1.728 -3.168
C 1.995 -3.160 -2.870
C 1.482 -0.838 -2.431
O 0.705 -1.180 -1.499
C 1.661 0.648 -2.739
O 0.868 1.402 -1.835
C -0.227 2.128 -2.372
C -1.525 1.565 -1.794
O -1.474 0.598 -1.004
N -2.668 2.107 -2.170
C -2.775 3.231 -3.100
C -3.945 1.588 -1.681
H 2.945 -2.078 -5.041
H 2.882 -0.374 -4.607
H 4.077 -1.441 -3.840
H 1.759 -3.691 -3.790
H 2.945 -3.523 -2.479
H 1.214 -3.325 -2.137
H 2.705 0.944 -2.627
H 1.363 0.843 -3.771
H -0.111 3.179 -2.098
H -0.249 2.070 -3.461
H -1.818 3.709 -3.275
H -3.185 2.890 -4.051
H -3.453 3.970 -2.677
H -3.782 0.672 -1.126
H -4.420 2.330 -1.039
H -4.595 1.388 -2.532
N 1.355 1.337 1.018
C 0.905 1.495 2.381
C 1.625 2.039 3.400
C 1.044 2.144 4.688
C -0.232 1.711 4.918
C -0.977 1.107 3.874
C -2.268 0.554 4.026
C -2.864 -0.076 2.967
C -2.171 -0.175 1.750
N -0.976 0.352 1.570
C -0.383 0.996 2.611
H 1.028 2.121 0.456
H 2.369 1.355 0.968
H 2.632 2.403 3.234
H 1.621 2.583 5.489
H -0.681 1.807 5.897
H -2.767 0.621 4.985
H -3.844 -0.522 3.054
H -2.603 -0.698 0.907
Br 1.367 -5.500 3.496
C 1.044 -3.943 2.502
C 0.060 -3.950 1.520
C -0.173 -2.805 0.774
C 0.575 -1.673 1.046
C 1.553 -1.646 2.025
C 1.794 -2.804 2.753
H -0.516 -4.847 1.335
H -0.924 -2.822 -0.008
H 2.140 -0.763 2.238
H 2.558 -2.816 3.519
*
```

Values from the calculation:
- E_tot: -5175.19933 Ha
- Expectation value of S²: 1.24

[6]
Entry from OMol25: 4 unconnected molecules or ions with the total composition C23H28F9IN3O9S (ωB97M-V with the def2-TZVPD basis set).

The geometry in ORCA input format:
```
! wB97M-V def2-TZVPD RIJCOSX def2/J DEFGRID3
* xyz 1 1
C 3.408 -4.337 5.226
C 2.560 -3.614 4.401
C 1.151 -3.527 4.469
C 0.319 -4.638 4.804
I 1.159 -6.499 5.300
N -0.977 -4.593 4.825
N -1.562 -3.447 4.501
C -3.024 -3.493 4.515
S -3.621 -2.851 6.121
C -5.446 -2.945 5.991
C -5.959 -3.283 4.595
C -0.933 -2.303 4.182
C -1.728 -1.063 3.869
O -0.966 0.102 4.052
O -1.183 0.932 2.910
C 0.459 -2.352 4.155
O 1.242 -1.250 3.803
C 1.278 -1.131 2.504
N 1.260 -1.006 1.369
H 3.969 -5.173 4.816
H 3.578 -4.059 6.262
H 3.035 -3.017 3.621
H -3.310 -4.536 4.462
H -3.449 -3.002 3.647
H -5.828 -1.970 6.268
H -5.801 -3.711 6.671
H -5.643 -4.270 4.267
H -7.042 -3.224 4.548
H -5.590 -2.564 3.863
H -2.074 -1.137 2.834
H -2.626 -0.995 4.484
H -1.707 1.664 3.275
C 2.672 -2.118 -1.364
C 1.923 -1.746 -2.623
O 2.811 -1.221 -3.626
C 3.445 -2.110 -4.378
O 3.357 -3.298 -4.309
C 4.298 -1.370 -5.421
F 4.961 -0.339 -4.879
F 3.507 -0.881 -6.390
F 5.196 -2.170 -5.979
H 3.243 -1.267 -0.995
H 1.975 -2.433 -0.592
H 3.377 -2.930 -1.550
H 1.212 -0.949 -2.414
H 1.362 -2.590 -3.022
C 3.347 2.115 -6.860
C 3.118 3.038 -5.684
O 2.674 4.342 -6.111
C 1.377 4.464 -6.345
O 0.548 3.608 -6.235
C 1.055 5.914 -6.744
F 1.947 6.394 -7.613
F 1.071 6.702 -5.657
F -0.150 5.998 -7.297
H 4.042 2.565 -7.570
H 3.752 1.171 -6.519
H 2.418 1.920 -7.396
H 4.051 3.206 -5.151
H 2.407 2.615 -4.976
C -0.922 3.778 -1.862
C -1.501 4.996 -1.178
O -2.648 4.644 -0.373
C -2.398 4.186 0.838
O -1.320 4.031 1.336
C -3.733 3.915 1.557
F -4.605 3.294 0.759
F -4.289 5.060 1.957
F -3.568 3.144 2.645
H -1.689 3.267 -2.445
H -0.110 4.069 -2.527
H -0.534 3.066 -1.133
H -1.868 5.707 -1.915
H -0.758 5.508 -0.569
*
```

Values from the calculation:
- E_tot: -3328.82961 Ha

[7]
Entry from OMol25: a single C23H28FN3O2 molecule (ωB97M-V with the def2-TZVPD basis set).

The geometry in ORCA input format:
```
! wB97M-V def2-TZVPD RIJCOSX def2/J DEFGRID3
* xyz 0 1
O -3.949 -0.973 1.171
C -3.088 -1.431 0.445
N -3.205 -1.524 -0.891
C -4.333 -0.977 -1.601
H -4.575 -1.636 -2.439
H -5.175 -0.944 -0.904
C -4.045 0.443 -2.124
C -3.861 1.386 -0.971
C -4.948 1.839 -0.234
C -4.778 2.645 0.876
C -3.507 3.018 1.279
C -2.406 2.592 0.560
C -2.604 1.791 -0.548
F -1.505 1.395 -1.248
H -1.403 2.865 0.848
H -3.371 3.637 2.153
H -5.640 2.977 1.434
H -5.941 1.542 -0.536
H -3.148 0.420 -2.744
H -4.889 0.766 -2.737
H -2.436 -1.914 -1.434
C -1.779 -1.991 1.000
H -1.707 -1.669 2.040
H -1.844 -3.081 0.977
C -0.521 -1.494 0.250
N 0.525 -1.146 1.197
C 1.207 -2.337 1.652
C 1.919 -3.073 0.512
N 0.998 -3.232 -0.591
C -0.122 -2.524 -0.801
O -0.818 -2.732 -1.786
H 1.245 -3.888 -1.321
H 2.802 -2.508 0.185
H 2.252 -4.060 0.845
H 0.454 -2.996 2.091
H 1.924 -2.076 2.430
C 1.388 -0.074 0.724
C 2.261 0.497 1.840
H 3.035 -0.219 2.122
H 1.632 0.685 2.711
C 2.940 1.799 1.397
C 3.864 1.557 0.237
C 5.105 0.966 0.444
C 5.948 0.700 -0.620
C 5.560 1.021 -1.910
C 4.327 1.612 -2.127
C 3.486 1.877 -1.060
H 2.524 2.336 -1.238
H 4.019 1.867 -3.130
H 6.217 0.815 -2.741
H 6.910 0.243 -0.443
H 5.414 0.718 1.450
H 3.506 2.203 2.239
H 2.177 2.528 1.118
H 0.729 0.721 0.368
H 2.023 -0.377 -0.124
H -0.790 -0.585 -0.294
*
```

Values from the calculation:
- Energy relative to the best compared isomer or geometry (same formula, charge and spin): 0.000 eV
- E_tot: -1307.90204 Ha
- Structure (SMILES): O=C(C[C@@H]1C(=O)NCCN1CCCc1ccccc1)NCCc1ccccc1F